Entry 1:
A structure of composition C13H30FNO5Sr2 at a distorted geometry. Source: OMol25; level of theory: ωB97M-V with the def2-TZVPD basis set.

Last column: Mulliken charge in e.
Geometry (Å):
Sr -3.003 5.995 -1.338  1.367
Sr 0.177 2.416 1.732  1.417
C 2.350 -0.472 -4.292  -1.642
C 1.395 -0.888 -2.984  1.217
C 0.658 -2.225 -3.316  -1.083
C 1.386 -3.438 -2.939  -0.723
C 2.766 -3.174 -2.397  -1.153
C 3.126 -2.051 -1.409  1.378
N 2.069 -0.954 -1.624  0.634
O 2.352 0.369 -1.098  -0.622
C 4.619 -1.534 -1.525  -1.548
C 2.846 -2.608 0.043  -1.765
C 0.286 0.199 -2.918  -1.571
H 1.728 -0.317 -5.174  0.445
H 2.983 -1.316 -4.568  0.400
H 3.031 0.363 -4.127  0.368
H 0.518 -2.311 -4.394  0.413
H -0.311 -2.262 -2.819  0.385
H 1.550 -4.124 -3.771  0.271
H 0.873 -4.105 -2.246  0.407
H 3.531 -3.111 -3.171  0.430
H 2.850 -4.102 -1.831  0.417
H 4.707 -0.689 -0.842  0.365
H 4.732 -1.102 -2.519  0.374
H 5.369 -2.300 -1.334  0.380
H 2.918 -1.832 0.804  0.336
H 3.554 -3.402 0.282  0.464
H 1.850 -3.026 0.187  0.381
H -0.030 0.374 -1.890  0.286
H -0.460 -0.167 -3.623  0.457
H 0.477 1.203 -3.297  0.321
F -2.651 3.229 0.453  -0.854
C -2.521 -1.828 0.896  -0.269
C -3.913 -1.174 1.449  -0.621
O -4.421 -0.208 0.487  -0.480
O -1.464 -1.002 1.148  -0.432
H -2.864 -2.078 -0.108  0.270
H -2.374 -2.806 1.356  0.346
H -3.881 -0.893 2.502  0.309
H -4.635 -1.989 1.507  0.343
H -4.003 0.636 0.673  0.298
H -0.719 -1.267 0.603  0.258
C -2.892 4.440 5.083  -0.603
C -2.957 5.731 5.914  -0.303
O -2.745 5.309 7.279  -0.510
O -1.615 3.988 4.706  -0.481
H -3.461 4.627 4.173  0.340
H -3.454 3.609 5.510  0.363
H -3.938 6.192 5.798  0.335
H -2.190 6.406 5.534  0.263
H -2.876 6.039 7.889  0.299
H -1.326 3.627 5.547  0.323

As for the HOMO energy: -10.45 eV. The energy above the lowest of the compared OMol25 structures with the same formula, charge and spin is 135.6 kcal/mol. As for the net charge: +2. The LUMO energy comes out at -8.406 eV. The HOMO-LUMO gap comes out at 2.0 eV. Its spin multiplicity is 1.

Entry 2:
A structure of composition C13H31AgN3O5 at a distorted geometry. Source: OMol25; level of theory: ωB97M-V with the def2-TZVPD basis set.

Last column: Mulliken charge in e.
Geometry (Å):
Ag 0.267 -0.025 0.000  0.577
C -2.096 -2.036 -1.484  -0.550
O -2.263 -0.959 -0.573  -0.329
C -2.891 0.195 -1.049  -0.456
C -2.793 1.254 0.010  -0.710
O -1.418 1.494 0.285  0.060
C -1.310 2.494 1.294  -0.824
H -2.721 -1.939 -2.376  0.400
H -2.433 -2.943 -0.984  0.276
H -1.043 -2.079 -1.759  -0.029
H -3.941 -0.021 -1.278  0.508
H -2.500 0.602 -1.994  0.106
H -3.309 0.852 0.892  0.385
H -3.330 2.172 -0.233  0.397
H -1.622 2.142 2.277  0.298
H -1.921 3.360 1.031  0.342
H -0.270 2.814 1.331  0.209
C -0.440 -0.092 -4.563  -1.367
C 0.297 0.635 -3.478  0.685
O 0.488 0.124 -2.357  -0.186
N 0.732 1.867 -3.747  -0.235
C 1.298 2.855 -2.822  -0.763
H -1.391 0.431 -4.730  0.369
H -0.760 -1.105 -4.358  0.282
H 0.122 0.004 -5.493  0.451
H 0.625 2.218 -4.688  0.238
H 1.193 2.439 -1.822  0.151
H 0.684 3.744 -2.931  0.351
H 2.351 3.029 -3.023  0.308
C 0.120 -0.395 3.365  -0.511
C -0.026 0.661 4.459  0.498
O -0.721 0.463 5.428  -0.616
N 0.737 1.764 4.292  -0.141
C 0.781 2.876 5.232  -0.988
H 0.593 -1.256 3.836  0.307
H 0.776 -0.115 2.527  0.004
H -0.828 -0.696 2.922  0.249
H 1.166 1.935 3.407  0.248
H -0.183 3.113 5.674  0.311
H 1.142 3.745 4.681  0.364
H 1.503 2.670 6.023  0.303
C 1.681 -4.082 1.380  -0.951
C 1.656 -3.079 0.249  0.554
O 0.789 -2.187 0.263  -0.505
N 2.584 -3.192 -0.708  -0.170
C 2.575 -2.410 -1.928  -0.665
H 0.752 -4.647 1.365  0.279
H 1.760 -3.596 2.346  0.221
H 2.530 -4.745 1.196  0.340
H 3.287 -3.910 -0.689  0.233
H 1.872 -2.777 -2.674  0.275
H 3.569 -2.277 -2.349  0.399
H 2.280 -1.389 -1.675  0.017

As for the HOMO energy: -11.86 eV. As for the net charge: +1. The LUMO energy comes out at -2.681 eV. The HOMO-LUMO gap comes out at 9.2 eV. Its spin multiplicity is 1.

Entry 3:
A structure of composition C13H31BeN5O19S2 at a distorted geometry. Source: OMol25; level of theory: ωB97M-V with the def2-TZVPD basis set.

Last column: Mulliken charge in e.
Geometry (Å):
Be 1.898 -0.467 -2.015  0.635
O 0.150 0.595 -2.442  -1.081
C 0.104 0.930 -1.044  -2.191
C 0.289 -0.251 0.081  4.245
O 1.539 -0.907 0.008  -0.691
H -0.810 1.503 -0.888  0.422
H 0.901 1.639 -0.824  1.290
H -0.542 -0.956 0.090  -2.513
H 0.235 0.185 1.078  -2.351
C 1.907 -2.692 0.807  -0.507
N 2.346 -3.971 1.456  1.044
O 2.445 -4.968 0.687  -0.607
O 2.695 -3.888 2.624  -0.628
H 2.496 -1.910 0.329  0.456
H 1.303 -2.224 1.584  0.282
H 1.160 -2.940 0.052  0.489
C -0.656 0.831 -4.637  -0.798
N -1.503 -0.218 -3.934  1.150
O -1.092 -1.306 -3.722  -0.517
O -2.612 0.162 -3.603  -0.665
H -0.256 1.452 -3.835  0.262
H -1.295 1.327 -5.368  0.349
H 0.178 0.339 -5.139  0.291
C -2.962 0.138 -1.526  -1.147
N -2.819 0.080 -0.052  1.403
O -2.725 1.125 0.572  -0.598
O -3.046 -1.027 0.497  -0.687
H -2.153 0.804 -1.828  0.453
H -3.961 0.501 -1.770  0.376
H -2.792 -0.867 -1.911  0.402
C -0.794 -2.203 1.239  -0.027
N -1.307 -1.694 2.550  1.058
O -0.805 -0.694 3.090  -0.681
O -2.388 -2.088 2.807  -0.583
H -1.048 -3.247 1.054  0.600
H 0.235 -1.983 0.955  -0.945
H -1.491 -1.764 0.526  0.400
C -0.584 -2.125 -1.707  0.929
C -1.426 -2.946 -2.699  0.214
O -0.750 -4.140 -2.770  -0.523
S -0.248 -4.638 -1.264  1.071
O 0.946 -5.430 -1.260  -0.534
O -1.421 -5.125 -0.640  -0.616
O -0.002 -3.062 -0.808  -0.236
H -1.215 -1.466 -1.110  0.406
H 0.225 -1.545 -2.149  -0.333
H -1.450 -2.553 -3.715  0.273
H -2.385 -3.185 -2.239  0.391
C 0.829 1.115 2.458  -0.326
C 2.315 0.934 2.191  0.464
O 2.974 1.603 3.317  -0.518
S 1.960 1.825 4.643  1.130
O 2.137 3.129 5.324  -0.565
O 1.977 0.543 5.415  -0.577
O 0.621 1.787 3.688  -0.663
H 0.386 0.121 2.529  0.800
H 0.236 1.682 1.740  1.033
H 2.721 1.522 1.369  0.177
H 2.741 -0.042 1.958  0.207
C 1.008 2.920 0.517  1.197
O 2.186 2.555 0.607  -0.730
N 0.595 4.208 0.507  0.200
C -0.721 4.581 0.759  -1.068
C 1.467 5.322 0.711  -1.034
H 0.172 2.207 0.443  -1.162
H -1.402 3.731 0.712  0.242
H -0.974 5.130 -0.148  0.437
H -0.901 5.078 1.713  0.316
H 1.209 5.923 1.582  0.373
H 2.483 4.977 0.903  0.343
H 1.465 6.019 -0.126  0.286

As for the HOMO energy: -8.98 eV. As for the net charge: 0. The LUMO energy comes out at -4.212 eV. The HOMO-LUMO gap comes out at 4.8 eV. Its spin multiplicity is 1.